1.
ORCA calculation (the ωB97M-V functional and the def2-TZVPD basis) on an isolated molecule of C2H4O2 in a non-equilibrium geometry.

The calculation puts the largest force on an atom at 8.3 eV Å⁻¹. The value obtained for the HOMO energy is -9.89 eV. Its SMILES is O=CCO. The value obtained for the LUMO energy is 0.8 eV. For the energy above the lowest of the compared OMol25 structures with the same formula, charge and spin, the calculation gives 285.2 kJ/mol.

Each line ends with the Löwdin charge.
Cartesian coordinates (Å):
O (1.29, -0.54, 0.02)  0.0008
C (0.71, 0.56, -0.07)  -0.1986
C (-0.83, 0.63, 0.07)  -0.2681
O (-1.11, -0.66, -0.10)  -0.0768
H (1.38, 1.56, -0.30)  0.1676
H (-0.59, 0.91, 1.16)  0.1564
H (-1.25, 1.21, -0.58)  0.0756
H (-0.29, -1.15, 0.36)  0.1431



2.
ORCA calculation (the ωB97M-V functional and the def2-TZVPD basis) on a cluster of 2 separate species, C2H4O2 in total in a non-equilibrium geometry.

The calculation puts the largest force on an atom at 4.2 eV Å⁻¹. The value obtained for the HOMO energy is -10.02 eV. Its SMILES is C=O.C=O. The value obtained for the LUMO energy is 0.5 eV. For the energy above the lowest of the compared OMol25 structures with the same formula, charge and spin, the calculation gives 266.3 kJ/mol.

Each line ends with the Löwdin charge.
Cartesian coordinates (Å):
C (-0.05, 1.12, -1.14)  -0.0860
O (0.84, 1.15, -0.28)  -0.0685
H (0.13, 1.58, -2.14)  0.0928
H (-1.01, 0.88, -0.69)  0.0705
C (0.03, -1.18, 1.07)  -0.0916
O (-1.20, -0.99, 0.88)  -0.0531
H (0.47, -1.57, 1.99)  0.0809
H (0.79, -1.00, 0.32)  0.0550



Number 1: molecular weight 60.05 g/mol, electronic energy -6231.352 eV. Number 2: molecular weight 60.05 g/mol, electronic energy -6231.548 eV.